Record 1
{
  "formula": "C38H41CrF6N3O2SSb2",
  "method": "ωB97M-V/def2-TZVPD",
  "elements": ["C", "H", "H", "C", "H", "C", "H", "H", "S", "H", "N", "H", "H", "H", "H", "C", "C", "Sb", "C", "C", "H", "C", "F", "C", "C", "C", "C", "C", "C", "H", "H", "H", "C", "H", "F", "H", "C", "C", "H", "H", "H", "C", "H", "C", "C", "C", "H", "C", "C", "H", "H", "H", "H", "H", "C", "Sb", "C", "H", "C", "H", "O", "C", "H", "F", "O", "C", "H", "H", "C", "H", "C", "H", "C", "H", "H", "H", "H", "H", "C", "F", "F", "C", "H", "C", "Cr", "C", "C", "C", "C", "H", "N", "F", "H", "N"],
  "coordinates": [[-4.1475, 1.9789, 3.7764], [2.9156, -4.0561, -1.4253], [3.9680, 1.1861, 4.4822], [-0.0065, 5.0463, -2.3641], [-4.0457, 0.0822, -1.7352], [-2.0609, -0.0940, -4.1411], [0.5841, -0.0690, 6.7832], [0.2999, -1.9676, -2.7689], [-3.1391, 1.1598, -3.7244], [2.9804, 0.5291, 6.6542], [-3.3127, 2.8023, -0.2838], [-5.4176, 3.0116, 0.0618], [-2.7049, -0.1975, -6.1609], [5.1706, -2.4423, 0.7702], [-1.7455, -1.3078, 3.0091], [-0.3404, -1.6503, -3.5773], [3.3574, -3.3351, -3.3921], [2.2085, -1.6067, 0.5036], [-4.8284, 0.9336, -0.0286], [-1.8259, 3.1249, 2.7974], [-2.6479, 4.9923, 3.4550], [0.1292, 3.5288, -2.1550], [1.9297, 3.2419, -3.7550], [2.6372, -4.4328, 1.7955], [-3.9686, 3.3508, 3.8664], [3.4854, -2.2210, -4.2104], [-3.1651, 1.1835, 3.1961], [4.7658, -5.4730, 2.2071], [2.7608, -1.9116, -1.5350], [-4.7313, 3.9710, 4.3190], [5.3472, -6.3071, 2.5781], [-1.0612, -3.4061, 1.8947], [2.8966, -0.8024, -2.3631], [-0.8133, -0.0071, 4.7688], [0.5948, 1.5701, -3.4691], [0.8900, 5.5014, -2.7823], [2.3680, 0.5489, 5.7621], [1.0243, 0.2113, 5.8343], [-0.9268, 3.5908, 2.4099], [1.5570, -4.4816, 1.8586], [0.2816, -2.5571, 2.6139], [-2.8009, 3.9229, 3.3803], [2.7191, 0.1911, -1.9770], [-1.1846, -1.6563, -5.7926], [3.2624, -3.3187, 1.2451], [-2.0233, -0.6343, -5.4465], [-0.2249, 5.5121, -1.4044], [-1.3428, -1.2955, 1.9943], [2.9945, -3.1807, -2.0615], [0.3710, -2.9886, -5.0471], [3.7672, -2.3414, -5.2487], [-3.1179, 2.9588, 0.7025], [-5.8440, 0.5632, -0.1969], [-5.0524, 1.5237, 4.1596], [4.6549, -3.2985, 1.1921], [-0.4284, 0.6444, 1.6973], [0.6478, 2.9063, -3.4776], [-0.8465, 5.2111, -3.0341], [1.1746, 3.3003, -1.0360], [-4.9298, 2.4541, -1.5477], [-1.0627, 2.9866, -1.8195], [-4.7075, 2.3804, -0.4807], [-4.6208, 0.8731, 1.0404], [2.2804, 4.0551, -1.1642], [-1.0969, -0.2250, -1.9840], [3.2517, -0.9548, -3.6969], [-1.1909, -2.0458, -6.8014], [3.3416, -0.0820, -4.3297], [5.4028, -4.3670, 1.6618], [-3.0724, 3.6522, -0.7870], [2.9216, 0.9170, 4.5453], [2.5824, 1.2169, 2.4538], [0.2405, 0.2390, 4.6901], [3.5457, -4.3253, -3.7886], [0.4309, -3.5790, 0.0995], [-3.3316, 0.1141, 3.1343], [-2.1858, -1.3420, 1.2979], [-3.7678, -0.8111, -0.3889], [0.2693, -2.5528, 0.4340], [1.5845, 2.0230, -0.9519], [0.6338, 3.6132, 0.1584], [-0.3187, -2.1887, -4.8305], [-0.3191, -2.0412, -0.3315], [-1.9954, 1.7428, 2.6910], [-2.0151, 1.3675, -1.2127], [-0.4395, -2.5092, 1.7901], [2.1355, 0.9366, 3.4010], [3.3826, -5.5026, 2.2762], [0.7899, 0.5947, 3.4622], [2.8789, -6.3607, 2.7030], [-3.8124, 0.1393, -0.7391], [-0.0957, 3.3187, -4.5135], [6.4831, -4.3362, 1.6048], [-1.1816, -0.6401, -3.2508]],
  "mulliken_spin": [0.001, 0.000, 0.000, -0.004, -0.002, 0.007, 0.000, 0.003, 0.043, 0.000, -0.041, 0.001, 0.000, 0.000, 0.002, 0.001, 0.000, 0.013, 0.037, 0.009, 0.000, -0.042, 0.000, 0.000, 0.000, 0.000, 0.006, 0.000, 0.002, 0.000, 0.000, 0.000, -0.001, 0.002, 0.003, 0.000, -0.002, 0.003, 0.000, 0.000, 0.001, 0.000, 0.000, 0.007, 0.002, -0.005, 0.000, 0.016, 0.000, 0.000, 0.000, -0.017, 0.001, 0.000, 0.000, 0.062, 0.003, -0.001, 0.045, 0.004, 0.035, -0.023, -0.009, 0.001, -0.103, -0.001, 0.000, 0.000, 0.000, 0.014, 0.001, -0.001, 0.008, 0.000, 0.000, 0.002, -0.009, 0.006, 0.002, 0.003, 0.008, -0.004, 0.005, -0.028, 3.923, -0.007, -0.008, 0.000, 0.020, 0.000, 0.000, 0.000, 0.000, 0.005],
  "e_lumo_ev": [0.28, 0.27],
  "s2": 6.01,
  "e_tot_ha": -4309.75873,
  "homo_energy_ev": [-6.804, -7.491],
  "orbital_gap_ev": [7.09, 7.76],
  "multiplicity": 5,
  "largest_force_ha_per_bohr": 0.012
}



Record 2
{
  "formula": "C23H32N5O3",
  "method": "ωB97M-V/def2-TZVPD",
  "elements": ["H", "H", "H", "O", "C", "H", "C", "H", "C", "H", "H", "H", "C", "H", "C", "H", "H", "C", "O", "C", "H", "H", "H", "N", "H", "H", "C", "H", "H", "C", "C", "H", "H", "C", "C", "N", "H", "C", "C", "N", "H", "C", "H", "N", "H", "C", "H", "H", "H", "C", "H", "C", "O", "C", "C", "H", "H", "C", "H", "C", "C", "N", "H"],
  "coordinates": [[0.8480, -2.4888, -0.6450], [-2.4278, -2.0996, 1.9585], [8.6913, -1.3244, 4.6312], [1.6783, 1.6792, 0.5200], [5.5296, -0.4509, 1.2072], [-0.4480, -1.3706, -4.3843], [0.9284, -0.9295, -2.1229], [-2.1686, -0.3403, -0.1671], [-0.0864, 1.3474, -2.3726], [-3.6098, -1.4660, -1.3048], [7.7553, -2.5770, 3.7962], [-1.0549, 3.2313, -2.6552], [0.0665, 0.0536, -2.8722], [6.1387, -0.2555, 2.0878], [-1.4142, 0.5409, -4.6995], [5.1292, 0.4909, 0.8338], [-1.4725, -0.1317, 1.4204], [-2.8500, -2.9623, 0.0450], [2.1046, -1.0766, -2.3632], [-0.9168, 2.2330, -3.0504], [-5.7260, 3.6041, -5.7309], [0.8547, 2.0545, 5.6204], [-5.8880, -1.6433, 0.4531], [-1.3966, 2.7572, 7.7103], [-4.8101, -0.2893, 0.2242], [1.8632, -0.8033, 0.5618], [-1.4674, -0.7863, 0.5451], [-3.2876, -3.7913, 0.6179], [-1.0363, -2.8149, 1.1828], [-4.0086, -2.1545, -0.5547], [-4.8346, -1.3531, 0.4702], [-4.6655, 4.9986, -6.0018], [-2.2364, 2.5189, -4.7093], [0.2037, -1.6801, -1.0142], [-1.5779, 1.8254, -4.2024], [-0.1204, -0.6835, -0.0080], [-0.7091, -2.1108, -1.4338], [-0.1770, 2.3486, 5.4425], [0.9184, -0.5157, 1.0144], [3.5413, -2.0024, 1.8457], [-4.4659, -1.4638, 1.4891], [-1.9166, -2.1911, 0.9973], [-0.6659, 1.5612, 4.8722], [9.2173, -0.9365, 1.5538], [6.1544, -0.9045, 0.4402], [8.7202, -2.0749, 3.8437], [9.4921, -2.8063, 4.0750], [-4.6571, -2.8487, -1.0965], [-0.1836, 3.2546, 4.8412], [9.0083, -1.4383, 2.5635], [-6.1283, 5.1759, -5.0154], [-0.8603, 2.5761, 6.7118], [0.4455, 1.3831, 2.3870], [1.0282, 0.9939, 1.3459], [-0.5882, -0.3548, -4.0282], [-1.9350, 0.2099, -5.5910], [0.4347, 1.6219, -1.4583], [-5.3135, 4.5048, -5.2801], [0.7078, -1.1067, 1.9131], [-4.5501, 4.1564, -4.0872], [4.4325, -1.3442, 1.5524], [-3.9425, 3.8842, -3.1544], [-2.2951, -3.4339, -0.7715]],
  "mulliken_charge": [0.254, 0.552, 0.261, -0.778, -0.803, 0.446, -0.189, 0.613, -0.049, 0.248, 0.266, 0.404, 0.308, 0.226, -0.635, 0.297, 0.242, -0.869, -0.637, -0.759, 0.261, 0.256, 0.343, -0.410, 0.276, 0.205, -1.131, 0.409, 0.325, -0.448, -1.135, 0.262, 0.334, -0.299, -0.176, 0.507, 0.074, -0.571, -0.500, -0.455, 0.295, -0.641, 0.181, -0.385, 0.285, -0.776, 0.312, 0.490, 0.267, 0.341, 0.327, 0.273, -0.690, 0.289, -0.243, 0.359, 0.429, -0.869, 0.380, 0.368, 0.492, -0.329, 0.319],
  "e_lumo_ev": 2.11,
  "charge": -1,
  "e_tot_ha": -1395.12017,
  "homo_energy_ev": -4.358,
  "orbital_gap_ev": 6.47,
  "largest_force_ha_per_bohr": 0.014
}



Record 3
{
  "formula": "C22H28N4O5",
  "method": "ωB97M-V/def2-TZVPD",
  "elements": ["C", "C", "H", "C", "N", "H", "H", "H", "C", "H", "H", "H", "H", "C", "C", "H", "H", "H", "H", "H", "N", "H", "H", "C", "C", "C", "H", "H", "H", "C", "C", "C", "H", "H", "N", "C", "H", "N", "C", "O", "H", "C", "H", "C", "C", "H", "H", "H", "C", "C", "O", "H", "C", "O", "O", "O", "H", "C", "C"],
  "coordinates": [[-5.1480, -0.0364, 0.5780], [-2.8208, -0.7528, 0.2989], [-0.8557, 2.1661, 1.6858], [0.2708, 0.7349, -1.8355], [-0.9414, 1.1656, 1.5843], [8.6093, -0.5934, 2.4777], [-3.2496, -1.7458, 0.2779], [0.1745, -3.8989, -1.3745], [7.7277, -0.0089, 2.2188], [-7.6783, 1.8355, 1.1688], [7.0264, -0.0233, 3.0602], [-1.4129, -4.7278, -1.3212], [1.9114, -0.6217, -1.6335], [-0.2866, -4.8037, 0.5317], [6.0526, -0.0828, 0.5303], [-1.1539, -4.9709, 1.1660], [1.5559, 2.9983, -2.0280], [2.7073, 3.2705, -0.7285], [8.0280, 1.0249, 2.0155], [3.7581, 2.3638, 0.7899], [2.6332, 1.3317, -1.4742], [6.0748, -1.5909, -0.9738], [5.7340, 1.5654, 1.8780], [5.5519, -0.7239, -0.6024], [4.4257, -0.2569, -1.2390], [-3.3637, 1.6228, 0.2894], [-9.0423, 0.5396, -0.4716], [4.0820, -0.7612, -2.1273], [0.4290, -4.1831, 1.0656], [4.2435, 1.4969, 0.3683], [-3.7315, 0.2821, 0.4083], [-0.7551, 0.5942, 0.3774], [0.1770, -5.7589, 0.3018], [1.9107, 0.2996, -3.1643], [0.0958, 1.1540, -0.4645], [1.7378, 0.3597, -2.0817], [-7.7366, 1.4004, -1.3055], [-2.9962, 2.7114, 0.1837], [-0.7061, -4.1137, -0.7590], [0.5714, -1.8218, -0.3193], [0.2152, 3.2057, -0.0222], [3.7370, 0.8665, -0.7651], [-0.0420, 1.5585, -2.4866], [-1.4384, -0.6493, 0.1165], [1.9797, 2.5598, -1.1186], [-1.6396, 0.7347, 2.1702], [1.3129, 2.1351, 0.8993], [-0.3680, -0.1216, -2.0410], [-7.3093, 0.8985, 0.7456], [-0.6455, -1.8100, -0.2496], [-5.9049, 1.0814, 0.6124], [-7.4966, 0.0740, 1.4425], [0.8674, 2.3250, -0.0820], [-1.4012, -2.8985, -0.5011], [7.1830, -0.6234, 1.0796], [-5.5955, -1.1554, 0.6934], [-7.5955, -0.3364, -0.9912], [5.3859, 1.0367, 1.0042], [-7.9653, 0.6072, -0.5973]],
  "mulliken_charge": [0.256, -0.645, 0.286, -1.339, -0.245, 0.235, 0.688, 0.287, -0.830, 0.312, 0.330, 0.337, 0.652, -1.137, 0.762, 0.301, 0.393, 0.529, 0.331, 0.218, 0.164, 0.415, 0.379, -0.837, 0.052, 0.250, 0.379, 0.432, 0.305, -0.728, 0.226, 0.644, 0.398, 0.214, 0.503, -0.744, 0.293, -0.672, -0.244, -0.701, 0.447, 0.773, 0.436, -0.247, -1.706, 0.405, 0.625, 0.475, -0.255, 0.275, -0.339, 0.317, -0.551, -0.360, -0.469, -0.663, 0.312, -0.820, -1.105],
  "e_lumo_ev": 0.44,
  "e_tot_ha": -1450.34936,
  "homo_energy_ev": -7.512,
  "orbital_gap_ev": 7.95,
  "largest_force_ha_per_bohr": 0.018
}



Record 4
{
  "formula": "C25H28F5O3Zr",
  "method": "ωB97M-V/def2-TZVPD",
  "elements": ["C", "F", "C", "H", "H", "C", "H", "H", "O", "H", "C", "O", "H", "H", "H", "C", "C", "F", "C", "C", "C", "F", "C", "H", "H", "H", "H", "O", "H", "H", "C", "C", "C", "Zr", "H", "C", "C", "H", "C", "C", "C", "H", "H", "H", "C", "C", "H", "H", "H", "H", "H", "C", "H", "C", "H", "C", "F", "H", "F", "H", "C", "C"],
  "coordinates": [[-0.7992, -1.6477, -1.7272], [1.0198, -1.6977, 7.1323], [-1.7980, 1.5731, -2.5114], [2.7140, 0.4662, 1.6035], [-3.3419, 1.3689, 0.3018], [-4.5495, 5.5211, -6.0975], [-2.0223, -2.9335, -0.3467], [2.1884, -1.7947, -0.1743], [-4.5475, 3.3192, -4.9648], [-1.4629, -1.5225, -2.5839], [-5.9730, 3.0193, -4.8756], [-0.1944, -0.3590, 1.9518], [-4.3439, 2.5836, -1.5594], [-5.1791, 5.9405, -5.3010], [-5.0402, 0.9804, -1.9135], [0.0990, -0.7040, 3.1998], [1.2869, -1.3679, 3.5265], [2.1785, -1.6730, 2.5409], [-3.2524, 0.9039, -0.6881], [-6.2995, 3.6810, -6.2190], [-0.7898, -0.4079, 4.2461], [-1.9532, 0.2286, 3.9563], [1.2444, 1.7412, -1.1373], [-0.1538, 3.2483, -0.1980], [0.2164, -3.0595, 1.1444], [-1.4676, 2.6185, -2.4423], [-6.9578, 4.5536, -6.1706], [-1.8414, 1.0404, -1.1349], [-6.4551, 3.5142, -4.0183], [-2.9473, 3.6010, -7.2829], [2.1945, 0.8594, -0.5375], [-4.0199, 3.4200, -7.3942], [1.5867, -1.7183, 4.8244], [-0.1588, 0.1511, 0.0754], [1.1685, 1.9706, -2.2013], [0.5540, 2.4278, -0.0794], [-4.1011, 1.5326, -1.7833], [-4.2194, 2.3426, -7.4881], [-1.0818, -2.4148, -0.5604], [0.7071, -1.3997, 5.8595], [2.0642, 0.9538, 0.8782], [-3.4933, 5.7278, -5.9061], [2.9844, 0.3169, -1.0588], [-4.8269, 6.0265, -7.0297], [1.0668, 1.9415, 1.1655], [-0.4870, -0.7427, 5.5572], [-3.4348, 2.2775, -3.7373], [0.8015, 2.3232, 2.1519], [-3.4546, -0.1731, -0.6170], [1.1328, -0.8031, -2.5030], [-6.5947, 2.9911, -7.0114], [-4.7833, 4.0280, -6.2306], [-3.3885, 0.5149, -3.5286], [1.1325, -1.7553, -0.4421], [-1.0704, 0.9954, -3.0896], [-3.2162, 1.4741, -3.0297], [-1.3351, -0.4203, 6.5580], [-6.1452, 1.9338, -4.8517], [2.7370, -2.3557, 5.1007], [-4.3434, 3.9033, -8.3271], [0.5768, -1.2409, -1.6739], [0.0875, -2.4631, 0.2385]],
  "mulliken_charge": [-0.585, -0.274, -0.718, 0.553, 0.356, -1.613, 0.486, 0.575, -0.441, 0.506, -0.457, -0.302, 0.306, 0.369, 0.380, -0.120, 0.249, -0.368, -0.566, -0.841, 0.031, -0.296, -0.610, 0.481, 0.581, 0.333, 0.306, -0.090, 0.284, 0.366, -0.570, -1.648, 0.189, 1.717, 0.540, -0.579, -0.752, 0.358, -0.723, 0.528, -0.283, 0.358, 0.535, 0.406, -0.584, 0.242, 0.258, 0.492, 0.326, 0.601, 0.306, 1.426, 0.282, -0.375, 0.344, -0.219, -0.279, 0.276, -0.282, 0.395, -0.567, -0.600],
  "e_lumo_ev": -2.89,
  "charge": 1,
  "e_tot_ha": -1741.30188,
  "homo_energy_ev": -11.237,
  "orbital_gap_ev": 8.35,
  "largest_force_ha_per_bohr": 0.029
}